(1)
{
  "formula": "C5H11O2",
  "method": "ωB97M-V/def2-TZVPD",
  "e_tot_ha": -347.53044,
  "de_lowest_kcal_mol": 74.8,
  "total_charge": -1,
  "largest_force_ev_per_a": 3.86,
  "orbital_gap_ev": 7.00,
  "elements": ["O", "O", "C", "C", "C", "C", "C", "H", "H", "H", "H", "H", "H", "H", "H", "H", "H", "H"],
  "coordinates": [[-1.47652, -2.21968, 0.02324], [-0.70334, -3.00776, 2.33321], [-0.65479, -1.34382, -0.63661], [1.93287, 2.09047, 0.03141], [-0.87152, 0.07428, 0.08339], [1.11163, 1.49315, -0.84620], [-0.44262, 1.28444, -0.75219], [1.55929, 0.67988, -1.46690], [-0.91159, 1.25552, -1.80568], [-0.92725, -1.16386, -1.71206], [3.04177, 2.31501, -0.32698], [0.38798, -1.58849, -0.50219], [-0.79261, 2.22599, -0.28684], [-0.30453, 0.15030, 1.05575], [0.17486, -2.53334, 2.31195], [1.72833, 2.72631, 0.85284], [-1.84340, 0.23461, 0.35435], [-1.00858, -2.67302, 1.28950]],
  "lowdin_charge": [-0.33, -0.29, -0.41, -0.05, -0.20, -0.20, -0.24, 0.10, 0.11, 0.09, 0.08, 0.08, 0.09, 0.12, -0.02, 0.02, 0.06, 0.00]
}



(2)
{
  "formula": "C5H11O2",
  "method": "ωB97M-V/def2-TZVPD",
  "e_tot_ha": -347.55600,
  "de_lowest_kcal_mol": 58.8,
  "total_charge": -1,
  "largest_force_ev_per_a": 1.49,
  "smiles": "[O-]CCCCCO",
  "orbital_gap_ev": 5.76,
  "elements": ["O", "O", "C", "C", "C", "C", "C", "H", "H", "H", "H", "H", "H", "H", "H", "H", "H", "H"],
  "coordinates": [[2.37262, 2.19966, 1.20812], [-2.09873, -0.54860, -2.16374], [-1.07644, -0.41785, 0.04235], [0.09131, -0.69408, 0.95728], [1.37777, 0.06965, 0.63843], [1.31182, 1.65399, 0.59428], [-0.98311, -0.99863, -1.35780], [-0.06561, -0.74114, -1.88882], [-0.15512, -0.38822, 1.99152], [0.27213, -1.76358, 1.09030], [1.23202, 1.90149, -0.49422], [2.16442, -0.14856, 1.35258], [-2.19608, 0.38666, -1.93889], [-1.06921, -2.08311, -1.26003], [0.33245, 1.94415, 1.07934], [-1.23235, 0.66523, 0.02011], [1.73106, -0.23851, -0.34666], [-2.00894, -0.79855, 0.47585]],
  "lowdin_charge": [-0.38, -0.11, -0.23, -0.25, -0.22, -0.56, -0.26, 0.11, 0.11, 0.09, 0.07, 0.08, 0.07, 0.11, 0.07, 0.10, 0.08, 0.11]
}



(3)
{
  "formula": "C5H11O2",
  "method": "ωB97M-V/def2-TZVPD",
  "e_tot_ha": -347.61588,
  "de_lowest_kcal_mol": 21.2,
  "total_charge": -1,
  "largest_force_ev_per_a": 2.29,
  "orbital_gap_ev": 7.76,
  "elements": ["O", "O", "C", "C", "C", "C", "C", "H", "H", "H", "H", "H", "H", "H", "H", "H", "H", "H"],
  "coordinates": [[1.65423, 1.83915, -0.80051], [0.87082, 1.99648, 1.32124], [1.05972, -1.54014, 1.10897], [-0.17884, -2.38608, 1.21246], [-0.72981, 1.30894, -1.99199], [0.77506, 1.87776, 0.09572], [-0.70558, 1.52855, -0.43952], [-1.05675, 0.58000, -0.00968], [-0.46118, -2.95643, 0.32482], [-0.40831, 0.29939, -2.21860], [-1.12859, -1.82205, 1.20846], [-1.75271, 1.59475, -2.27984], [1.39481, -1.20862, 2.08838], [-1.48189, 2.26447, -0.24974], [1.72556, -1.93686, 0.34979], [0.87295, -0.54839, 0.65214], [-0.17043, 2.10451, -2.48207], [-0.27905, -2.99543, 2.10996]],
  "lowdin_charge": [-0.10, -0.09, -0.15, -0.20, -0.15, -0.77, -0.18, 0.07, 0.05, 0.05, 0.05, 0.04, 0.07, 0.07, 0.06, 0.04, 0.05, 0.05]
}



(4)
{
  "formula": "C5H11O2",
  "method": "ωB97M-V/def2-TZVPD",
  "e_tot_ha": -347.61134,
  "de_lowest_kcal_mol": 24.1,
  "total_charge": -1,
  "largest_force_ev_per_a": 4.19,
  "orbital_gap_ev": 7.30,
  "elements": ["O", "O", "C", "C", "C", "C", "C", "H", "H", "H", "H", "H", "H", "H", "H", "H", "H", "H"],
  "coordinates": [[-1.62551, 0.30757, -1.50405], [-0.68151, -0.61437, -3.21987], [-0.69530, 0.98781, 1.75416], [1.63102, -1.10576, -1.86124], [-1.13372, 0.09128, 2.88421], [-0.64926, -0.04687, -2.13174], [0.76224, 0.04692, -1.59546], [2.64410, -0.92810, -1.56152], [-0.10858, 1.89455, 2.08095], [1.70391, -1.42353, -2.88599], [1.25591, 0.99720, -1.98448], [0.68536, 0.38788, -0.52014], [-1.72384, 0.57096, 3.67811], [0.02430, 0.28842, 1.14613], [-1.41409, 1.49496, 1.06308], [1.32703, -1.95199, -1.26163], [-0.33089, -0.27468, 3.49630], [-1.67117, -0.72225, 2.42318]],
  "lowdin_charge": [-0.05, -0.07, -0.19, -0.15, -0.20, -0.84, -0.23, 0.05, 0.06, 0.06, 0.12, 0.07, 0.05, 0.08, 0.07, 0.07, 0.05, 0.06]
}



(5)
{
  "formula": "C5H11O2",
  "method": "ωB97M-V/def2-TZVPD",
  "e_tot_ha": -347.58954,
  "de_lowest_kcal_mol": 37.7,
  "total_charge": -1,
  "largest_force_ev_per_a": 4.46,
  "orbital_gap_ev": 7.50,
  "elements": ["O", "O", "C", "C", "C", "C", "C", "H", "H", "H", "H", "H", "H", "H", "H", "H", "H", "H"],
  "coordinates": [[-0.70793, -0.65191, -1.88155], [0.13171, -2.01147, -0.22698], [0.06315, -1.01958, -0.95177], [-1.24141, 1.41371, 2.69271], [-1.85318, 1.00084, 1.31347], [1.08836, 0.21940, -0.45445], [2.49464, 0.35630, -1.17918], [-0.07514, 1.32893, 2.70964], [-1.55020, 1.74061, 0.47295], [2.86260, 1.36776, -1.06559], [-1.35640, -0.01506, 1.10133], [-2.88286, 0.98240, 1.32374], [0.63512, 1.19478, -0.38265], [2.49217, 0.04084, -2.36840], [-1.45796, 2.41994, 2.99986], [1.24748, 0.02664, 0.63004], [3.13912, -0.51474, -0.65565], [-1.75356, 0.91090, 3.57837]],
  "lowdin_charge": [-0.12, -0.08, -0.74, -0.19, -0.16, -0.22, -0.16, 0.09, 0.09, 0.02, 0.08, 0.01, 0.04, 0.10, 0.02, 0.07, 0.09, 0.06]
}



(6)
{
  "formula": "C5H11O2",
  "method": "ωB97M-V/def2-TZVPD",
  "e_tot_ha": -347.59640,
  "de_lowest_kcal_mol": 33.4,
  "total_charge": -1,
  "largest_force_ev_per_a": 3.81,
  "orbital_gap_ev": 7.18,
  "elements": ["O", "O", "C", "C", "C", "C", "C", "H", "H", "H", "H", "H", "H", "H", "H", "H", "H", "H"],
  "coordinates": [[-1.97421, -2.23331, 0.01506], [-2.30386, -1.05950, -1.85442], [0.45278, 1.32690, 0.85457], [1.95802, 0.90708, 1.06558], [0.15848, 2.89580, 0.97927], [-1.90893, -2.02099, -1.19245], [-1.05371, -3.26123, -1.86102], [0.12720, 0.78805, -0.13114], [-0.08394, 0.87488, 1.83872], [-1.70190, -4.15732, -1.57828], [-0.90697, -3.12203, -2.97514], [0.78426, 3.47472, 0.23757], [0.27424, 3.28434, 1.98029], [2.63228, 1.70589, 1.44709], [2.33477, 0.69082, 0.14424], [-0.07881, -3.32582, -1.30533], [2.07802, 0.14226, 1.74670], [-0.78773, 3.08947, 0.58871]],
  "lowdin_charge": [-0.11, -0.10, -0.25, -0.14, -0.13, -0.84, -0.08, 0.13, 0.13, 0.05, 0.04, 0.07, 0.05, 0.07, 0.02, 0.04, 0.03, 0.02]
}